Entry 1:
This record from OMol25 describes a cluster of 12 separate species, C63H127F15N6O17S4 in total at a distorted geometry. The level of theory is ωB97M-V with the def2-TZVPD basis set.

The geometry in ORCA input format:
```
! RIJCOSX wB97M-V def2-TZVPD def2/J DEFGRID3
* xyz 0 1
S 1.221 -4.704 -5.629
S -0.450 -1.333 3.741
S -6.678 2.056 3.784
S 0.067 6.487 1.973
F -0.563 -4.528 -7.573
F 3.913 0.751 -3.474
F -2.700 -2.376 4.638
F 6.054 0.606 -3.544
F -7.234 0.589 5.938
F -1.221 -5.571 -5.816
F -5.619 -0.237 4.678
F -0.975 -2.713 5.880
F 1.023 8.294 0.483
F -5.249 1.357 6.059
F 1.984 6.328 0.188
F -1.952 -0.809 5.898
F -1.168 -3.358 -5.826
F 0.043 6.739 -0.688
F 4.815 -1.022 -2.697
O -0.042 4.977 1.867
O -5.546 1.840 2.885
O 4.005 0.350 -0.494
O -1.371 -0.665 2.804
O -3.031 0.349 -5.044
O 1.041 6.908 2.986
O 1.641 -5.925 -6.277
O -6.792 3.328 4.448
O -1.194 7.178 2.027
O -1.860 1.815 -3.836
O 4.854 2.293 -1.548
O 1.923 -3.531 -6.089
O -7.908 1.474 3.291
O -0.005 -2.663 3.296
O 1.102 -4.780 -4.189
O 0.635 -0.585 4.309
O -3.619 0.763 -2.932
N -1.627 5.487 5.751
N 2.251 -7.620 -2.701
N -0.038 2.037 -0.357
N 3.865 -0.930 2.753
N -5.553 -0.988 0.099
N 1.250 1.675 -6.100
C 0.817 6.966 0.362
C -0.006 -1.526 -1.770
C 3.622 -1.150 4.196
C -1.897 5.314 7.115
C -0.702 6.624 5.669
C -3.860 -2.239 1.452
C 2.184 2.578 -5.368
C 5.973 -2.346 2.471
C -0.498 9.010 4.949
C -3.179 -2.752 0.170
C 2.713 -2.586 6.016
C 2.242 -9.022 -4.812
C -4.592 -0.975 1.288
C -4.884 -1.604 -1.120
C -7.579 -1.154 1.589
C 0.353 -0.438 -0.720
C 0.759 -7.608 -2.693
C -4.223 -2.969 -0.883
C 2.856 -6.332 -2.198
C 5.074 4.516 -0.897
C 1.086 0.328 -8.286
C 4.947 0.339 -2.748
C 3.062 -2.483 4.511
C 6.811 -1.176 2.133
C -1.293 8.065 5.889
C 0.646 -0.983 -7.567
C 2.661 4.032 -3.510
C -1.607 -1.824 5.115
C 2.747 -8.705 -1.776
C 1.437 2.338 -0.291
C -0.595 1.829 1.084
C 3.383 -4.628 -0.544
C -2.740 1.018 -4.091
C 4.955 0.831 -1.271
C -6.137 0.869 5.175
C 2.417 -5.829 -0.844
C -0.538 -4.484 -6.210
C 0.728 -8.822 -4.864
C 2.859 -7.848 -4.069
C -0.841 4.340 5.202
C -2.093 1.852 1.182
C 0.083 -0.568 -6.117
C 2.549 -0.712 2.059
C -0.101 2.383 -6.379
C -7.940 -2.255 2.551
C -2.837 5.644 4.793
C -1.627 3.028 5.097
C 0.139 -8.764 -3.418
C -3.669 4.323 4.779
C 1.035 0.330 -5.337
C 4.539 -2.115 2.097
C -5.764 0.459 -0.280
C 1.795 2.834 -3.924
C 4.925 3.061 -0.414
C -2.201 3.314 -0.840
C -0.276 0.880 -1.197
C -2.835 3.199 4.280
C -0.712 3.226 -0.916
C -6.856 -1.714 0.443
C 6.271 0.027 2.913
C 1.959 1.196 -7.350
C 4.816 0.222 2.495
C -2.697 3.142 0.616
H 2.431 4.922 -4.056
H 7.910 -1.204 2.329
H 0.744 -1.656 -2.567
H 0.072 6.390 6.468
H -2.347 4.067 1.126
H 6.279 -0.122 4.012
H 6.031 -2.542 3.500
H -2.709 -3.742 0.366
H 3.032 -0.359 4.570
H -4.216 0.106 -3.355
H 4.598 -1.226 4.667
H -6.459 0.353 -1.123
H 1.849 2.363 -1.328
H -0.839 2.266 4.840
H 3.814 -8.661 -1.763
H 4.112 4.869 -1.292
H -2.432 5.867 3.820
H 2.709 -9.029 -5.790
H 2.831 0.645 -6.960
H 6.013 0.684 -0.921
H -3.149 -2.045 2.226
H 2.423 -10.022 -4.392
H -7.037 -2.825 2.946
H -0.862 10.000 5.132
H 4.630 -2.024 0.990
H -0.986 -1.361 -2.231
H 0.709 3.078 -3.991
H -2.321 8.071 5.575
H 0.300 -9.664 -2.845
H -0.091 -0.637 0.282
H -5.710 -1.598 -1.814
H -0.063 -2.514 -1.262
H -4.577 -3.069 1.686
H -2.001 2.781 6.100
H -0.116 0.972 1.483
H 3.869 -6.491 -2.183
H -4.528 4.451 4.133
H 6.721 -0.906 1.102
H 4.393 -4.951 -0.684
H 0.059 4.249 5.799
H 4.061 3.104 0.233
H -6.481 -2.723 0.601
H -0.016 -1.502 -5.572
H -5.001 -3.722 -0.605
H 2.708 4.232 -2.448
H -2.385 -2.018 -0.136
H -2.272 1.761 2.265
H 3.508 -2.514 6.696
H -0.190 6.622 4.691
H -1.348 0.747 -1.288
H -8.496 -1.803 3.371
H 0.252 0.916 -8.613
H 2.729 -6.943 -4.671
H -1.259 8.319 6.900
H 2.029 -0.078 -5.177
H 1.657 0.187 -9.218
H -2.739 2.604 -1.473
H -0.575 8.788 3.874
H 2.260 3.506 -5.896
H 3.825 -2.941 2.317
H -2.289 6.249 7.509
H 0.617 0.499 -4.335
H -3.770 -3.338 -1.858
H -3.870 -0.159 1.074
H 1.335 -1.811 -7.450
H 3.964 -7.879 -3.885
H 1.911 -1.886 6.285
H -4.863 0.930 -0.756
H 2.089 1.941 -3.359
H -2.452 4.298 -1.147
H 2.186 -2.721 3.854
H -1.011 4.965 7.637
H -6.003 1.067 0.615
H -2.533 3.532 3.276
H 2.544 -5.575 -2.909
H 2.316 2.025 -7.871
H 2.769 -0.498 1.012
H 3.816 -3.213 4.252
H -0.291 2.706 1.710
H 2.486 -6.595 -0.097
H -7.460 -1.763 -0.477
H 1.916 -1.536 2.232
H -7.181 -0.282 2.086
H 0.049 1.125 -2.290
H 3.737 3.850 -3.744
H -0.107 -1.452 -8.131
H 3.124 -3.715 -1.033
H 5.358 5.215 -0.085
H 0.189 -9.642 -5.316
H 5.838 4.562 -1.687
H 3.187 2.082 -5.475
H 0.493 -7.512 -1.587
H 2.362 -9.624 -2.198
H 0.187 3.264 -6.927
H 2.089 0.241 2.510
H -0.442 3.249 -1.951
H 6.764 0.989 2.700
H 0.446 -7.923 -5.350
H 2.491 -8.491 -0.739
H -2.705 4.583 7.181
H -0.766 1.759 -6.850
H -3.354 2.240 4.217
H -4.121 -0.891 -1.488
H -8.635 -2.986 2.027
H 4.424 1.093 3.007
H -3.761 3.170 0.865
H 1.990 1.507 0.224
H -3.445 6.433 5.121
H 4.680 0.478 1.410
H 1.319 -5.574 -0.911
H -8.523 -0.802 1.169
H 0.592 9.000 5.184
H -0.917 -8.592 -3.422
H 3.336 -4.436 0.544
H -0.557 2.682 -5.421
H 0.417 -6.731 -3.176
H 2.214 -3.627 6.136
H -0.282 4.126 -0.437
H 1.526 3.337 0.163
H -0.855 -0.095 -6.297
H 5.847 2.776 0.171
H -5.254 -0.630 2.077
H 1.414 -0.374 -0.579
H -0.421 4.667 4.236
H 6.221 -3.249 1.895
H -2.543 0.999 0.747
H -4.138 4.092 5.717
*
```

Entry 2:
This record from OMol25 describes a cluster of 2 separate species, C5H8O5 in total at a distorted geometry. The level of theory is ωB97M-V with the def2-TZVPD basis set.

The geometry in ORCA input format:
```
! RIJCOSX wB97M-V def2-TZVPD def2/J DEFGRID3
* xyz 0 1
O 0.737 0.960 2.351
O -1.234 0.452 0.487
O 2.429 -0.301 0.183
O 0.256 2.498 0.734
O 1.743 1.441 -1.078
C 1.677 0.620 -0.007
C -0.431 -1.801 0.691
C -0.817 -0.593 -0.105
C 0.591 1.258 1.195
C -1.052 -0.752 -1.574
H -0.984 0.216 -2.072
H 0.052 -1.501 1.622
H -2.059 -1.156 -1.721
H 0.243 -2.442 0.123
H 1.128 2.187 -0.922
H -0.329 -1.442 -2.011
H -1.353 -2.338 0.938
H -0.598 2.695 1.167
*
```

The SMILES is O=C(O)C(=O)O.CC(C)=O. As for the relative energy (zero: lowest compared OMol25 entry of this formula, charge and spin): 150.2 kJ/mol.

Entry 3:
This record from OMol25 describes a structure of composition C22H31N2O2OsSe2Si. The level of theory is ωB97M-V with the def2-TZVPD basis set.

The geometry in ORCA input format:
```
! RIJCOSX wB97M-V def2-TZVPD def2/J DEFGRID3
* xyz 1 1
Os 0.158 0.838 -0.018
Se -1.723 1.719 1.094
Se -0.212 2.456 -1.882
Si -1.208 -1.045 -3.858
O 1.389 2.081 1.036
O -0.776 -0.869 -0.991
N 0.671 -0.304 1.557
N 1.538 0.274 2.469
C -2.260 -4.129 1.151
C -0.729 -2.233 1.046
C -0.110 -0.176 -5.086
C -1.693 -2.726 -4.507
C -1.839 3.377 -1.286
C 1.037 3.888 -1.469
C -1.955 3.457 0.215
C -2.719 -0.020 -3.457
C 4.450 3.771 4.589
C 2.747 2.281 2.979
C -2.256 -2.705 -0.776
C 3.957 4.316 3.412
C 1.837 1.498 2.114
C 3.245 1.736 4.160
C -1.260 -3.354 1.702
C 3.107 3.574 2.608
C 4.093 2.481 4.961
C -2.766 -3.798 -0.097
C -1.247 -1.933 -0.222
C -0.144 -1.276 -2.269
C 0.283 -1.500 1.806
C -3.299 0.848 0.366
H 2.961 0.732 4.440
H 0.173 0.819 -4.736
H 4.237 5.320 3.120
H -2.364 -3.271 -3.840
H -4.182 1.395 0.689
H 4.479 2.056 5.878
H -0.865 -3.605 2.678
H 5.114 4.350 5.216
H 0.762 -0.670 -2.345
H -2.675 2.840 -1.733
H 0.178 -2.313 -2.153
H 2.722 3.989 1.687
H -2.925 3.844 0.526
H -3.236 0.800 -0.718
H 0.777 4.761 -2.063
H -2.645 -2.438 -1.748
H 0.804 -0.744 -5.272
H 1.020 4.093 -0.404
H -3.335 -0.464 -2.673
H -2.203 -2.620 -5.467
H -3.318 -0.159 0.778
H -1.803 4.371 -1.732
H -0.812 -3.350 -4.673
H -2.643 -4.983 1.692
H 0.682 -1.974 2.698
H -2.444 0.992 -3.154
H 2.025 3.532 -1.748
H -3.341 0.068 -4.351
H -0.622 -0.060 -6.044
H -3.556 -4.386 -0.545
H -1.177 4.081 0.654
*
```

As for the relative energy (zero: lowest compared OMol25 entry of this formula, charge and spin): 12.1 kJ/mol.

Entry 4:
This record from OMol25 describes the molecule C7H8OS at a distorted geometry. The level of theory is ωB97M-V with the def2-TZVPD basis set.

The geometry in ORCA input format:
```
! RIJCOSX wB97M-V def2-TZVPD def2/J DEFGRID3
* xyz 0 1
S 1.181 -0.454 1.592
O 1.899 -0.741 -1.136
C -1.309 -1.708 0.002
C -1.189 0.631 0.654
C 0.213 0.669 0.490
C 0.901 1.897 0.002
C -0.051 -1.740 -0.494
C 0.923 -0.838 -0.113
C -1.895 -0.549 0.679
H 1.828 2.113 0.529
H 0.121 2.810 0.138
H 1.094 1.839 -1.127
H 2.627 -0.129 -0.978
H -1.617 1.532 0.561
H 0.244 -2.540 -1.234
H -2.929 -0.521 0.835
H -2.041 -2.271 -0.399
*
```

The SMILES is C[C@@]12C=CC=C[C@]1(O)S2. As for the relative energy (zero: lowest compared OMol25 entry of this formula, charge and spin): 134.5 kJ/mol.

LUMO energy / eV: -0.1, 0.0, -3.5, 0.6
E_HOMO / eV: -8.302, -10.008, -10.687, -8.573